(1)
This record from the Open Molecules 2025 dataset describes a structure of composition C5H8O2. The level of theory is the ωB97M-V functional and the def2-TZVPD basis.

Summary:
LUMO level: 0.345 eV
Spin multiplicity: 1
E_tot: -9403.657 eV

Geometry as XYZ:
```
15
Properties=species:S:1:pos:R:3:forces:R:3
C 1.1500 -1.2537 0.7315 0.04 -0.13 0.11
C 0.6011 -0.7527 -0.5740 0.17 0.02 -0.14
O -0.7499 -0.8744 -0.8756 0.02 -0.07 -0.04
C -1.6700 0.1703 -0.5028 -0.07 0.45 0.22
C -1.0606 1.5028 -0.2510 -0.19 -0.60 -0.41
O 0.1150 0.9004 1.1882 0.02 -0.24 -0.18
C 1.0982 0.2229 0.4678 0.21 -0.08 -0.07
H 0.4248 -1.6283 1.4473 0.06 0.09 -0.09
H 2.1148 -1.7522 0.7421 -0.15 0.11 -0.04
H 1.2226 -0.8851 -1.4579 -0.07 0.05 0.14
H -2.2671 -0.1786 0.3436 0.09 0.04 -0.02
H -2.3467 0.2959 -1.3629 0.08 0.07 0.13
H -0.2926 1.6441 -1.0283 0.11 -0.04 0.18
H -0.3615 1.8181 0.8476 -0.14 0.38 0.15
H 2.0217 0.7704 0.2844 -0.19 -0.02 0.05
```
Forces are in eV/Å.

---

(2)
This record from the Open Molecules 2025 dataset describes a structure of composition C5H8O2 at a distorted geometry. The level of theory is the ωB97M-V functional and the def2-TZVPD basis.

Summary:
LUMO level: 1.010 eV
Spin multiplicity: 1
E_tot: -9405.716 eV

Geometry as XYZ:
```
15
Properties=species:S:1:pos:R:3:forces:R:3
C 0.7814 1.3913 -0.2917 0.03 0.23 -1.35
C 0.0434 -0.0213 -1.3720 1.69 0.72 0.99
O 0.5004 -1.1980 -0.9151 -0.92 -0.94 -0.61
C 0.5187 -1.2345 0.4812 1.12 1.19 0.40
C -0.7921 -0.8011 1.0854 -0.09 -0.62 0.23
O -1.2214 0.4594 0.6588 -0.49 0.57 0.31
C -0.6052 0.9575 -0.4827 -1.01 0.14 -0.43
H 1.0806 1.5741 0.7366 0.29 -0.74 -0.13
H 1.1826 2.1223 -0.9552 -0.12 0.58 -0.42
H -0.0073 -0.0032 -2.4688 0.39 0.48 0.62
H 1.2475 -0.3744 0.7223 -0.32 -1.61 0.15
H 0.8297 -2.2468 0.7592 -0.02 0.42 0.22
H -1.5704 -1.5119 0.8505 -0.33 -0.50 -0.12
H -0.6994 -0.7455 2.1631 0.11 -0.17 0.33
H -1.2885 1.6318 -0.9717 -0.32 0.24 -0.19
```
Forces are in eV/Å.

---

(3)
This record from the Open Molecules 2025 dataset describes an isolated molecule of C5H8O2. The level of theory is the ωB97M-V functional and the def2-TZVPD basis.

Summary:
LUMO level: 0.759 eV
Spin multiplicity: 1
E_tot: -9407.061 eV

Geometry as XYZ:
```
15
Properties=species:S:1:pos:R:3:forces:R:3
C -1.8953 -0.2350 -0.1814 0.04 -0.03 -0.07
C -0.7113 0.6824 0.0554 -0.18 -0.01 -0.20
O -0.2534 0.6195 1.4378 -0.02 -0.04 0.14
C 1.1051 0.4236 1.0233 0.32 -0.08 0.07
C 1.1643 -0.9397 0.3420 -0.08 -0.11 0.09
C 0.6916 0.2945 -0.3890 -0.16 0.00 0.09
O 1.4060 0.8090 -1.4520 -0.14 -0.15 -0.34
H -1.5599 -1.2758 -0.2293 -0.08 0.11 0.01
H -2.6028 -0.1553 0.6514 0.13 0.10 -0.13
H -2.4310 0.0075 -1.1047 0.15 0.00 0.08
H -0.9108 1.7214 -0.2379 -0.10 -0.09 0.22
H 1.8482 1.0309 1.5329 0.08 -0.36 -0.26
H 1.9988 -1.4030 -0.1797 0.51 0.48 0.67
H 0.5130 -1.6803 0.7931 -0.33 0.11 -0.34
H 1.6375 0.1004 -2.0620 -0.14 0.06 -0.04
```
Forces are in eV/Å.

---

(4)
This record from the Open Molecules 2025 dataset describes an isolated molecule of C5H8O2. The level of theory is the ωB97M-V functional and the def2-TZVPD basis.

Summary:
LUMO level: 0.682 eV
Spin multiplicity: 1
E_tot: -9407.316 eV

Geometry as XYZ:
```
15
Properties=species:S:1:pos:R:3:forces:R:3
C -2.4646 0.8582 0.4797 0.37 -0.29 -0.14
C -1.5804 0.1410 0.0870 -0.41 0.31 0.13
C -0.5387 -0.7128 -0.5094 -0.05 0.15 -0.22
O -0.1117 -1.7691 0.3560 -0.23 -0.14 0.13
C 0.7107 0.0781 -0.9058 0.05 -0.05 -0.01
C 1.4051 0.8240 0.2407 -0.02 0.30 -0.34
O 1.5277 0.0974 1.4404 0.06 -0.21 0.08
H -3.2445 1.5050 0.8189 0.16 -0.14 -0.01
H -0.9681 -1.1600 -1.4171 0.05 0.09 0.10
H -0.8823 -2.1585 0.7883 0.07 0.06 -0.08
H 1.3975 -0.6335 -1.3769 -0.06 0.04 0.10
H 0.4190 0.8087 -1.6700 0.09 -0.13 0.10
H 2.4114 1.0972 -0.1068 -0.16 0.04 0.04
H 0.8686 1.7629 0.4404 0.00 -0.16 0.02
H 1.0503 -0.7386 1.3346 0.09 0.11 0.10
```
Forces are in eV/Å.

---

(5)
This record from the Open Molecules 2025 dataset describes an isolated molecule of C5H8O2. The level of theory is the ωB97M-V functional and the def2-TZVPD basis.

Summary:
LUMO level: 0.653 eV
Spin multiplicity: 1
E_tot: -9408.573 eV

Geometry as XYZ:
```
15
Properties=species:S:1:pos:R:3:forces:R:3
O -1.9228 0.5361 -2.3032 0.48 -0.48 0.37
C -1.1477 0.3008 -1.4102 -0.62 -0.01 -0.53
C -0.8158 1.1105 -0.1850 -0.29 0.12 -0.07
C 0.5453 0.3342 -0.1279 0.03 0.16 0.02
C 0.9468 -0.2775 1.2066 0.25 0.30 -0.23
O -0.1318 -1.0549 1.6936 0.01 -0.14 0.24
C 0.0164 -0.6592 -1.2080 0.02 -0.10 -0.07
H -1.4587 0.9300 0.6814 0.07 -0.06 -0.15
H -0.9160 2.1527 -0.5114 0.61 0.07 0.59
H 1.3811 0.9308 -0.5042 -0.11 -0.04 0.03
H 1.2085 0.5246 1.9148 -0.09 -0.12 -0.10
H 1.8470 -0.8987 1.0617 -0.20 0.10 0.00
H 0.1370 -1.4626 2.5253 -0.11 0.06 -0.16
H -0.3286 -1.5942 -0.7531 0.04 0.11 -0.06
H 0.6393 -0.8727 -2.0803 -0.09 0.03 0.12
```
Forces are in eV/Å.

---

(6)
This record from the Open Molecules 2025 dataset describes a cluster of 2 separate species, C5H8O2 in total. The level of theory is the ωB97M-V functional and the def2-TZVPD basis.

Summary:
LUMO level: 0.400 eV
Spin multiplicity: 1
E_tot: -9405.658 eV

Geometry as XYZ:
```
15
Properties=species:S:1:pos:R:3:forces:R:3
O -0.2632 2.9509 -1.8168 0.10 0.05 0.30
C 0.6362 2.3506 -1.0753 -0.07 0.02 -0.39
C -0.6510 -0.2309 0.1285 -0.10 0.08 -0.05
C 0.5535 -1.1300 -0.2549 0.12 -0.03 -0.18
C 0.6943 -1.6055 1.2153 0.05 -0.10 0.12
C -0.5697 -0.8057 1.5421 -0.23 0.05 0.39
O -1.2458 -0.6847 2.5269 0.30 -0.09 -0.47
H -0.6563 3.6676 -1.2925 0.03 -0.06 -0.12
H -0.4198 0.8427 0.1355 -0.08 -0.19 0.08
H 1.0102 1.5534 -1.7635 -0.02 0.11 0.11
H -1.5967 -0.3943 -0.3975 0.13 0.02 0.10
H 0.2961 -1.9327 -0.9503 0.04 0.12 0.12
H 1.4210 -0.5909 -0.6440 -0.15 -0.10 0.07
H 1.5787 -1.2297 1.7404 -0.14 -0.04 -0.06
H 0.6081 -2.6809 1.3987 0.01 0.15 -0.01
```
Forces are in eV/Å.

---

(7)
This record from the Open Molecules 2025 dataset describes a structure of composition C5H8O2. The level of theory is the ωB97M-V functional and the def2-TZVPD basis.

Summary:
LUMO level: 1.042 eV
Spin multiplicity: 1
E_tot: -9406.873 eV

Geometry as XYZ:
```
15
Properties=species:S:1:pos:R:3:forces:R:3
O -0.7713 1.6840 -2.0589 0.12 -0.16 -0.16
C 0.0178 1.5867 -0.8893 0.27 -0.04 0.31
C -0.4798 0.4225 -0.0876 0.13 0.34 -0.02
O -0.4016 -0.8290 -0.8067 -0.50 -0.17 0.14
C -0.3060 -1.4769 0.4694 0.36 -0.35 0.24
C 1.0980 -1.3437 0.9441 0.00 -0.05 -0.12
C 0.1240 -0.2013 1.1575 -0.25 0.09 0.31
H -0.8059 0.7884 -2.4260 -0.05 0.23 -0.09
H 1.0833 1.4490 -1.1098 -0.03 0.15 -0.11
H -0.1233 2.5069 -0.3095 0.11 -0.11 -0.17
H -1.5370 0.5813 0.1310 -0.18 0.25 0.03
H -1.1465 -2.0900 0.7749 0.42 -0.39 -0.07
H 1.8961 -1.3193 0.2059 -0.20 0.05 0.05
H 1.3637 -1.8413 1.8772 -0.17 0.13 -0.22
H -0.1367 0.0914 2.1660 -0.05 0.01 -0.12
```
Forces are in eV/Å.

---

(8)
This record from the Open Molecules 2025 dataset describes a structure of composition C5H8O2. The level of theory is the ωB97M-V functional and the def2-TZVPD basis.

Summary:
LUMO level: 0.637 eV
Spin multiplicity: 1
E_tot: -9403.819 eV

Geometry as XYZ:
```
15
Properties=species:S:1:pos:R:3:forces:R:3
C 1.8556 0.1285 -0.3021 0.01 0.05 0.06
C 0.4705 -0.4693 -0.1948 0.08 0.33 -0.29
O 0.5512 -1.8516 -0.4205 -0.30 0.07 0.25
C -0.5882 0.2480 1.7887 0.27 -0.08 -0.43
O -1.8557 -0.0585 1.5296 -0.03 0.08 -0.11
C -0.5514 0.1793 -0.9976 -0.50 0.23 0.20
C -1.5189 0.7035 -1.5094 0.51 -0.28 0.08
H 2.5258 -0.3697 0.4058 -0.11 0.08 -0.10
H 1.8306 1.1993 -0.0805 0.00 -0.17 -0.04
H 2.2461 -0.0143 -1.3160 -0.04 0.01 0.16
H -0.3400 -2.2215 -0.3463 0.13 0.00 -0.05
H -0.3408 1.2927 1.5219 -0.04 -0.21 -0.05
H 0.2459 -0.4583 1.1825 -0.23 0.05 -0.01
H -2.2554 0.5351 0.8560 0.08 -0.07 0.13
H -2.2756 1.1492 -2.1228 0.15 -0.11 0.21
```
Forces are in eV/Å.

---

(9)
This record from the Open Molecules 2025 dataset describes an isolated molecule of C5H8O2 at a distorted geometry. The level of theory is the ωB97M-V functional and the def2-TZVPD basis.

Summary:
LUMO level (spin up / spin down): -0.072 / -1.974 eV
Spin multiplicity: 1
E_tot: -9405.733 eV

Geometry as XYZ:
```
15
Properties=species:S:1:pos:R:3:forces:R:3
C -1.3980 -0.8763 -0.0632 0.03 -0.06 -0.13
C -0.4491 0.2987 0.0112 0.17 0.43 -0.03
O -1.0374 1.5162 -0.4132 0.11 0.25 -1.57
C -0.0282 0.7502 1.3264 0.71 -0.58 1.64
C 1.7726 -0.8271 -0.3358 0.97 -1.04 -0.48
C 0.9055 0.1771 -0.7509 -1.65 1.98 -0.29
O 1.1203 1.1533 -1.5082 0.88 -1.46 0.48
H -2.2985 -0.6769 0.5273 0.18 0.00 -0.08
H -1.6915 -1.0323 -1.1044 -0.02 0.00 0.12
H -0.9270 -1.7941 0.3066 -0.09 0.16 -0.02
H -0.2769 1.8523 -1.0001 -1.15 0.01 0.36
H 0.7289 1.5286 1.3643 -0.20 -0.11 0.02
H -0.5840 0.5279 2.2450 0.27 -0.04 -0.39
H 2.7660 -0.8918 -0.7892 -0.27 0.10 0.34
H 1.3973 -1.7059 0.1841 0.05 0.37 0.02
```
Forces are in eV/Å.

---

(10)
This record from the Open Molecules 2025 dataset describes an isolated molecule of C5H8O2. The level of theory is the ωB97M-V functional and the def2-TZVPD basis.

Summary:
LUMO level: 0.792 eV
Spin multiplicity: 1
E_tot: -9408.765 eV

Geometry as XYZ:
```
15
Properties=species:S:1:pos:R:3:forces:R:3
C 0.8584 1.1440 -1.0739 -0.02 -0.01 -0.04
C 0.4555 0.3027 0.1226 -0.05 0.11 -0.17
O 1.3534 0.6331 1.1594 0.06 -0.24 0.25
C -1.0519 0.2899 0.5264 -0.05 0.16 0.11
C -1.1760 -1.2172 0.1866 -0.04 -0.13 -0.05
C 0.3196 -1.2187 -0.1486 0.24 -0.34 -0.11
O 1.1138 -2.0710 -0.4356 -0.36 0.37 0.15
H 0.7544 2.2048 -0.8226 0.00 -0.15 -0.01
H 1.9079 0.9418 -1.3051 -0.15 0.02 -0.01
H 0.2527 0.9334 -1.9608 0.02 -0.02 0.17
H 1.3258 -0.0614 1.8336 0.05 0.24 -0.12
H -1.1543 0.5140 1.5912 -0.08 -0.06 -0.13
H -1.7075 0.9586 -0.0382 0.18 -0.10 0.03
H -1.4328 -1.8741 1.0246 0.06 0.07 -0.15
H -1.8190 -1.4799 -0.6595 0.12 0.08 0.09
```
Forces are in eV/Å.

---

(11)
This record from the Open Molecules 2025 dataset describes an isolated molecule of C5H8O2 at a distorted geometry. The level of theory is the ωB97M-V functional and the def2-TZVPD basis.

Summary:
LUMO level: 0.612 eV
Spin multiplicity: 1
E_tot: -9408.973 eV

Geometry as XYZ:
```
15
Properties=species:S:1:pos:R:3:forces:R:3
C 1.2203 0.8850 0.9634 0.05 0.46 0.01
C 0.8746 0.5862 -0.4693 0.48 -0.96 -0.61
O 1.6408 0.8171 -1.3728 -0.17 0.23 0.17
C -0.4299 -0.1894 -0.7871 -0.12 0.14 -0.66
C -0.3802 -1.6031 -0.2070 -0.03 0.16 0.00
C -1.5329 0.6312 -0.2032 1.21 0.40 2.03
O -2.2599 1.3992 -0.7520 -0.53 -0.13 -0.37
H 2.2201 1.3087 1.0235 0.02 -0.06 -0.14
H 0.5235 1.6298 1.3475 -0.08 -0.03 0.17
H 1.1703 -0.0007 1.5919 -0.14 -0.07 0.01
H -0.5453 -0.2231 -1.8751 0.22 0.07 0.14
H 0.4952 -2.1221 -0.5904 0.02 -0.10 0.03
H -1.2727 -2.1555 -0.4929 -0.01 -0.06 -0.06
H -0.3359 -1.5903 0.8801 0.03 -0.01 0.10
H -1.3881 0.6269 0.9433 -0.96 -0.04 -0.83
```
Forces are in eV/Å.

---

(12)
This record from the Open Molecules 2025 dataset describes a cluster of 2 separate species, C5H8O2 in total at a distorted geometry. The level of theory is the ωB97M-V functional and the def2-TZVPD basis.

Summary:
LUMO level: 0.897 eV
Spin multiplicity: 1
E_tot: -9408.198 eV

Geometry as XYZ:
```
15
Properties=species:S:1:pos:R:3:forces:R:3
C -1.4347 -0.6353 0.0034 0.03 -0.06 0.03
C -0.6082 0.5220 0.5515 0.12 -0.33 0.35
O -1.0057 1.7617 -0.0123 -0.18 0.03 -0.02
C 0.8925 0.4571 0.5746 0.16 -0.18 0.12
C 1.6503 -0.6343 0.5890 -0.13 0.11 0.07
C 0.9632 -0.1032 -2.2556 1.23 0.11 -0.98
O 2.0029 -0.0018 -2.7057 -1.22 -0.09 0.55
H -2.4585 -0.5235 0.3852 0.15 -0.10 -0.10
H -1.4793 -0.6601 -1.0892 0.19 0.10 0.21
H -1.0534 -1.5936 0.3662 -0.07 0.07 -0.03
H -1.9717 1.7901 0.0128 0.24 0.09 -0.03
H 1.3233 1.4299 0.8111 0.08 -0.13 -0.09
H -0.7606 0.5295 1.6420 -0.54 0.21 0.04
H 2.6997 -0.5803 0.8605 -0.07 0.03 -0.23
H 1.2549 -1.6211 0.3568 0.01 0.14 0.12
```
Forces are in eV/Å.